[1]
Formula: C3H8N5
Source: the OMol25 dataset
Level of theory: ωB97M-V/def2-TZVPD

Its total charge is +1. As for the highest occupied orbital energy: -13.87 eV. The orbital gap is 10.100 eV. The total energy is -10681.843 eV.

Each line ends with the Löwdin charge.
CARTESIAN COORDINATES (ANGSTROEM)
C 1.2754 0.1723 0.1898  -0.39
C -1.3181 0.0899 0.1436  -0.34
C 0.0004 -0.6644 0.3006  -0.02
N 1.2334 1.4371 0.1191  0.10
N -1.3377 1.4117 0.0454  0.08
N 2.4817 -0.4484 0.1378  0.14
N -2.5178 -0.6100 0.2323  0.13
N -0.0721 1.9987 0.0716  -0.07
H -0.1264 -1.4337 -0.4994  0.14
H -0.1792 -1.2888 1.2657  0.17
H 2.6686 -1.4356 0.4653  0.15
H 3.2061 0.1263 0.6186  0.14
H -2.4046 -1.6048 0.4932  0.12
H -3.4939 -0.2313 0.4586  0.17
H -0.0268 2.7103 0.7777  0.15
H -0.0348 2.7098 -1.0606  0.33



[2]
Formula: C3H8NO
Source: the OMol25 dataset
Level of theory: ωB97M-V/def2-TZVPD

As for the SMILES: CCNC[O-]. Its total charge is -1. As for the highest occupied orbital energy: -2.53 eV. The orbital gap is 6.884 eV. The total energy is -6776.969 eV.

Each line ends with the Löwdin charge.
CARTESIAN COORDINATES (ANGSTROEM)
C 0.6738 -0.2482 -0.2356  -0.32
N -0.7012 0.3246 0.0041  -0.09
C -0.7192 1.4807 1.1537  -0.59
O 0.3129 2.2426 1.2416  -0.30
C 0.4070 -1.6951 -0.8706  -0.15
H 1.2900 0.2624 -1.0004  0.09
H 1.1750 -0.2824 0.6618  0.05
H -0.6648 0.9260 -0.7982  0.03
H -1.0071 0.9293 2.1139  0.06
H -1.6919 1.9421 0.8443  0.05
H 1.4123 -2.1755 -1.1944  0.07
H -0.3402 -1.3729 -1.7034  0.07
H -0.1466 -2.3335 -0.2167  0.02



[3]
Formula: C3H8NO
Source: the OMol25 dataset
Level of theory: ωB97M-V/def2-TZVPD

Its total charge is +1. As for the highest occupied orbital energy: -14.64 eV. The orbital gap is 9.509 eV. The total energy is -6770.558 eV.

Each line ends with the Löwdin charge.
CARTESIAN COORDINATES (ANGSTROEM)
C 0.8561 -0.8214 2.2887  0.16
N 0.5387 -1.4302 1.2253  0.19
H 1.1215 0.2170 2.1932  0.12
H 0.9031 -1.4284 3.1847  0.13
H 0.5704 -0.9202 0.3005  0.08
H 0.4935 -2.4425 1.1379  0.16
O 0.5045 -0.4603 -1.2226  0.01
C -0.4081 0.1763 -1.7010  -0.24
C -0.8188 1.5345 -1.2638  -0.03
H -1.0127 -0.1819 -2.5535  0.14
H -1.8649 1.6029 -0.9628  0.10
H -0.7361 2.2216 -2.1159  0.10
H -0.1473 1.9327 -0.5106  0.08



[4]
Formula: C3H8NO
Source: the OMol25 dataset
Level of theory: ωB97M-V/def2-TZVPD

As for the SMILES: C[NH2+]CC=O. Its total charge is +1. As for the highest occupied orbital energy: -15.15 eV. The orbital gap is 11.257 eV. The total energy is -6770.883 eV.

Each line ends with the Löwdin charge.
CARTESIAN COORDINATES (ANGSTROEM)
O -0.0268 0.9646 -1.7914  0.11
C -0.9401 0.3610 -1.3167  -0.19
C -0.7012 -0.4956 -0.0494  -0.08
N 0.4325 0.0895 0.6929  0.00
C 0.9470 -0.7079 1.8609  0.03
H -1.9587 0.3028 -1.7217  0.14
H -1.6026 -0.6279 0.5333  0.14
H -0.4110 -1.4590 -0.4708  0.15
H 1.2065 0.1766 0.0259  0.18
H 0.1806 1.0396 0.9793  0.19
H 1.2790 -1.6648 1.4785  0.11
H 0.1289 -0.9014 2.5552  0.11
H 1.7453 -0.1315 2.3120  0.11



[5]
Formula: C3H8NO
Source: the OMol25 dataset
Level of theory: ωB97M-V/def2-TZVPD

Its total charge is +1. As for the highest occupied orbital energy: -13.33 eV. The orbital gap is 7.892 eV. The total energy is -6769.798 eV.

Each line ends with the Löwdin charge.
CARTESIAN COORDINATES (ANGSTROEM)
C 1.1790 -1.1421 -2.1570  0.17
N 1.2286 -0.9611 -0.9009  0.21
H 0.4269 -0.6058 -2.7226  0.13
H 1.7672 -1.9321 -2.6074  0.13
H 1.7221 -1.6053 -0.2897  0.17
H 0.8227 -0.1022 -0.4947  0.10
C -1.6757 0.3140 1.8140  0.05
C -1.0891 1.1631 0.9857  -0.25
O 0.2915 1.0952 0.7705  -0.08
H -1.0413 -0.3006 2.4394  0.07
H -2.7346 0.1351 1.6975  0.07
H -1.5873 1.9890 0.4923  0.11
H 0.6901 1.9528 0.9728  0.12



[6]
Formula: C3H8NO
Source: the OMol25 dataset
Level of theory: ωB97M-V/def2-TZVPD

Its total charge is +1. As for the highest occupied orbital energy: -14.46 eV. The orbital gap is 9.673 eV. The total energy is -6770.327 eV.

Each line ends with the Löwdin charge.
CARTESIAN COORDINATES (ANGSTROEM)
C 0.1371 0.8085 -1.9324  0.01
C -0.8577 -1.1819 -0.9437  0.19
N -0.1295 -0.1447 -0.8553  0.00
H 1.2154 0.8765 -2.0710  0.11
H -0.2076 1.7798 -1.5834  0.11
H -0.3506 0.4982 -2.8491  0.10
H -1.1645 -1.4783 -1.9381  0.13
H -1.0650 -1.7583 -0.0525  0.13
H 0.2970 0.0430 0.0576  0.11
O 0.4779 0.3764 1.8776  -0.04
C 0.5484 0.1342 3.0563  -0.06
H 1.4865 0.0675 3.6195  0.10
H -0.3873 -0.0209 3.6144  0.10



[7]
Formula: C3H8NO
Source: the OMol25 dataset
Level of theory: ωB97M-V/def2-TZVPD

Its total charge is +1. As for the highest occupied orbital energy (alpha / beta): -10.96 / -17.94 eV. As for the multiplicity: 3. The expectation value of S² is 2.01. The orbital gap (alpha / beta) is 7.923 / 8.897 eV. The total energy is -6761.463 eV.

Each line ends with the Löwdin charge.
CARTESIAN COORDINATES (ANGSTROEM)
C -1.1518 0.7351 -0.7088  0.04
C 0.9013 -0.6113 -0.8038  0.05
C 0.2306 0.0920 1.3574  0.03
N -0.1540 -0.0078 -0.0525  -0.39
O -1.4187 -0.5894 -0.3964  0.27
H -1.7701 1.4230 -0.2976  0.15
H -0.8797 0.8963 -1.6938  0.15
H 0.9086 -1.6658 -0.4924  0.13
H 0.5244 -0.4515 -1.7784  0.10
H 1.8093 -0.1474 -0.3928  0.13
H 1.0780 0.7834 1.5230  0.12
H -0.6315 0.3964 2.0175  0.13
H 0.5537 -0.8531 1.7185  0.10



[8]
Formula: C3H8NO2
Source: the OMol25 dataset
Level of theory: ωB97M-V/def2-TZVPD

Its total charge is -1. As for the highest occupied orbital energy (alpha / beta): -1.12 / -1.12 eV. The orbital gap (alpha / beta) is 5.192 / 5.191 eV. The total energy is -8821.500 eV.

Each line ends with the Löwdin charge.
CARTESIAN COORDINATES (ANGSTROEM)
C 0.2072 1.1528 -1.4233  -0.11
C -0.4775 -0.5846 1.7063  -0.16
C 0.4799 0.2187 -0.2517  -0.33
N 0.3196 -1.5908 -0.9904  -0.23
O 0.4928 -1.4869 -2.2716  -0.44
O -0.4385 0.4698 0.7729  -0.20
H 0.2708 2.1963 -1.1054  0.06
H 0.9237 1.0443 -2.2375  0.05
H -0.6541 0.8301 -2.0015  0.06
H -0.7764 -1.5875 1.3425  0.07
H -1.3454 -0.4955 2.3978  0.08
H 0.3571 -0.7681 2.2443  0.03
H 1.4398 0.1537 0.2769  0.10
H -0.6618 -1.6776 -0.7042  0.00



Number 2 is which compound?
C3H8NO



Look up the total charge of the eighth one.
-1



Which value of total energy does entry 5 give?
-6769.798 eV